C4H13N3O as an isolated structure in a non-equilibrium geometry, computed with ωB97M-V/def2-TZVPD.

Net charge: 0

Structure (XYZ):
```
21
Properties=species:S:1:pos:R:3:forces:R:3
C -0.335 1.287 1.518 0.013 -4.625 0.060
C -0.810 2.315 0.563 -0.674 -0.180 -1.431
N 0.084 -0.518 -0.959 0.049 -1.599 2.634
N 1.327 -0.276 -1.519 -0.549 0.438 0.185
N -1.058 -0.125 -1.650 -1.365 0.053 -0.499
H 1.302 0.681 -1.866 0.318 0.097 0.215
H 1.443 -0.865 -2.343 0.035 -0.210 -0.034
H -0.914 -0.212 -2.651 0.202 -0.239 -0.050
H -1.773 -0.827 -1.404 0.291 0.281 -0.147
H 0.743 1.291 1.660 0.022 0.086 0.299
H -0.863 1.239 2.467 0.103 0.356 0.096
H -1.164 3.203 1.093 -0.153 -0.092 -0.203
H -1.573 1.867 -0.108 0.094 0.688 0.620
H -0.028 2.625 -0.136 0.108 0.041 0.202
C 1.114 -1.909 0.850 -0.127 0.728 1.430
C -0.163 -1.414 0.190 1.350 -3.361 -5.796
O -1.105 -2.233 0.034 0.429 2.629 1.541
H -0.507 -0.025 1.121 0.070 4.522 1.398
H 1.909 -2.142 0.142 -0.276 0.308 -0.134
H 0.912 -2.808 1.436 -0.314 0.147 -0.213
H 1.458 -1.154 1.562 0.374 -0.066 -0.173
```
Forces are in eV/Å.

---

A single C3H8N2O2 molecule in a non-equilibrium geometry, computed with ωB97M-V/def2-TZVPD.

Net charge: 0

Structure (XYZ):
```
15
Properties=species:S:1:pos:R:3:forces:R:3
N -1.759 0.168 -0.902 1.860 0.193 -0.356
C -0.546 -0.570 -1.264 -0.608 1.082 1.252
C 0.762 0.141 -0.881 -0.284 -0.093 -0.575
N 0.817 0.728 0.454 0.622 -0.238 -0.172
C 0.483 0.010 1.559 -1.118 0.020 0.050
O -0.457 -0.755 1.657 0.322 -0.007 -0.187
O 1.261 0.324 2.606 0.675 0.727 0.334
H -2.397 0.260 -1.665 -0.699 -0.133 0.523
H -1.995 0.004 0.060 -0.825 0.032 -0.227
H -0.556 -0.669 -2.338 0.238 -0.589 -0.290
H -0.532 -1.494 -0.696 -0.049 -0.574 -0.545
H 1.533 -0.617 -1.010 0.374 -0.113 0.123
H 0.991 0.923 -1.599 -0.126 0.291 0.064
H 1.606 1.351 0.585 -0.215 -0.207 0.106
H 0.787 0.196 3.434 -0.167 -0.392 -0.100
```
Forces are in eV/Å.

---

A single C16H22BrClNO4PS molecule in a non-equilibrium geometry, computed with ωB97M-V/def2-TZVPD.

Net charge: 0

Structure (XYZ):
```
47
Properties=species:S:1:pos:R:3:forces:R:3
C -3.690 1.270 -2.900 -2.700 1.198 -2.018
C -3.239 -0.083 -2.430 1.608 -0.181 1.211
C -2.239 0.258 -1.218 -0.935 -1.797 -1.342
S -1.448 -1.299 -0.605 -0.430 -0.851 -0.900
P -0.302 -0.501 0.859 2.054 4.513 -1.200
O -0.554 0.994 0.754 0.822 -2.278 0.836
O -0.769 -1.133 2.266 2.391 -0.684 -0.062
C -1.856 -0.653 2.899 -1.926 0.193 0.783
C -3.082 -1.229 2.524 0.462 2.123 0.637
C -4.228 -0.545 2.915 -1.502 0.074 -0.181
C -4.184 0.447 3.903 -0.132 -0.787 -0.883
Br -5.770 1.304 4.430 -0.157 0.060 0.108
C -2.971 0.860 4.410 -2.469 0.785 1.295
C -1.858 0.381 3.870 3.301 -0.770 -1.709
Cl -0.437 1.336 4.288 0.149 -0.872 -0.284
N 1.412 -0.828 0.608 -1.463 -1.172 0.843
C 2.093 -1.982 1.252 -0.206 -0.110 0.484
C 3.553 -1.888 0.895 0.752 0.030 -3.061
C 3.782 -0.293 0.666 -0.096 -2.908 1.034
C 2.378 0.232 0.294 0.860 -0.304 -1.441
C 2.378 0.658 -1.206 -4.439 -3.303 -2.625
O 1.502 0.103 -1.975 3.767 2.553 2.751
O 3.315 1.499 -1.645 0.009 -0.517 1.241
C 3.475 1.533 -3.047 0.726 -1.123 -1.997
C 4.248 0.264 -3.664 0.037 0.928 1.654
H -2.935 1.724 -3.540 0.138 -0.117 -0.146
H -4.649 1.160 -3.576 1.774 0.260 1.168
H -3.944 2.108 -2.194 0.223 -1.342 0.026
H -2.773 -0.644 -3.283 -0.080 0.588 0.843
H -4.040 -0.744 -2.065 0.115 0.446 0.048
H -1.500 1.010 -1.440 0.219 -0.024 -0.220
H -2.868 0.569 -0.422 -0.353 0.580 0.663
H -3.076 -1.989 1.781 -0.117 -0.440 -0.415
H -5.194 -0.688 2.369 0.912 -0.309 0.834
H -2.906 1.597 5.202 -0.111 0.044 -0.243
H 1.639 -2.952 0.972 0.140 0.537 0.060
H 2.097 -1.890 2.325 -0.748 0.014 0.743
H 4.306 -2.399 1.575 -1.169 0.826 -0.625
H 3.618 -2.415 -0.138 0.394 0.907 1.512
H 4.109 0.051 1.632 -0.027 0.611 0.334
H 4.626 -0.181 -0.015 -0.532 0.448 -0.275
H 2.120 1.054 0.881 -0.173 1.790 0.799
H 4.000 2.465 -3.329 -0.252 -0.517 0.483
H 2.500 1.511 -3.517 -0.250 0.265 0.064
H 5.336 0.388 -3.540 -0.295 0.218 -0.358
H 4.058 -0.686 -3.096 -0.508 0.869 -0.839
H 3.965 0.249 -4.725 0.214 -0.453 0.371
```
Forces are in eV/Å.

---

A single C6H9ClO molecule in a non-equilibrium geometry, computed with ωB97M-V/def2-TZVPD.

Net charge: 0

Structure (XYZ):
```
17
Properties=species:S:1:pos:R:3:forces:R:3
Cl 0.049 2.336 -0.145 0.121 -0.059 -0.014
C -0.108 0.541 0.081 -1.589 0.511 0.064
C 1.183 0.014 0.647 0.230 0.065 -0.315
C 2.428 0.258 -0.115 -1.163 -0.299 0.086
O 1.779 -1.035 -0.113 0.474 0.465 0.244
C -0.719 -0.210 -1.136 -0.252 0.915 0.187
C -1.673 -0.932 -0.139 0.403 -0.154 0.030
C -1.419 0.191 0.912 1.418 0.292 -0.808
H 1.163 -0.091 1.747 0.380 -0.071 -0.597
H 2.385 0.852 -1.033 -0.232 -0.378 0.123
H 3.364 0.318 0.390 0.551 -0.170 0.442
H -0.053 -0.775 -1.769 0.266 -0.491 0.177
H -1.170 0.531 -1.798 -0.410 -0.071 0.254
H -1.177 -1.871 0.094 -0.123 -0.112 0.415
H -2.713 -1.152 -0.389 0.191 0.216 -0.189
H -2.162 0.992 0.800 0.330 -0.253 0.146
H -1.156 0.031 1.967 -0.596 -0.407 -0.247
```
Forces are in eV/Å.

---

A 3-piece molecular cluster, C4H12IO2 overall in a non-equilibrium geometry, computed with ωB97M-V/def2-TZVPD.

Net charge: -1

Structure (XYZ):
```
19
Properties=species:S:1:pos:R:3:forces:R:3
I 1.703 3.894 -1.568 -0.086 -0.138 0.072
C -1.381 1.624 2.641 1.577 -0.795 -0.118
C -2.582 2.168 1.952 0.559 0.138 -0.117
O -2.379 3.454 1.442 -0.634 1.119 0.240
H -1.656 0.825 3.329 0.092 -0.013 0.116
H -0.734 2.352 3.131 -0.520 0.285 0.349
H -0.709 1.199 1.895 0.089 -0.259 -0.055
H -3.358 2.207 2.717 -0.556 0.214 -0.581
H -2.781 1.505 1.110 -0.770 -0.303 0.205
H -1.615 3.526 0.864 0.259 -0.350 -0.120
C 1.695 -3.534 -1.715 1.042 0.587 -0.282
C 1.989 -2.111 -2.157 -1.237 0.304 0.911
O 0.757 -1.383 -2.083 -0.088 -0.132 -0.694
H 1.343 -3.534 -0.684 -0.192 -0.293 -0.209
H 2.657 -4.038 -1.802 -0.001 -0.434 0.313
H 1.032 -4.003 -2.442 -0.292 0.013 0.336
H 2.416 -2.155 -3.159 0.079 0.426 -0.130
H 2.580 -1.530 -1.450 1.062 -0.725 -0.167
H 1.023 -0.463 -2.022 -0.382 0.356 -0.068
```
Forces are in eV/Å.

---

no.,energy (eV)
1,-10872.601
2,-10316.284
3,-129318.212
4,-20935.890
5,-16539.933